A cluster of 5 separate species, C11H14Cl6O9 in total. Source: the OMol25 dataset; level of theory: ωB97M-V/def2-TZVPD.

Computed properties:
LUMO energy = 0.31 eV
SMILES = ClC(Cl)Cl.ClC(Cl)Cl.O=C1OCCO1.O=C1OCCO1.O=C1OCCO1
gap between HOMO and LUMO = 11.3068 eV
energy above the lowest of the compared OMol25 structures with the same formula, charge and spin = 18.59 kJ/mol

Cartesian coordinates (Å):
1 Cl 5.244 -4.586 0.721
2 C 5.758 -3.701 -0.713
3 Cl 6.819 -4.661 -1.729
4 Cl 6.541 -2.182 -0.260
5 H 4.855 -3.469 -1.260
6 Cl 0.478 1.137 3.299
7 C 1.863 0.221 3.888
8 Cl 2.311 -0.990 2.690
9 Cl 1.652 -0.447 5.498
10 H 2.683 0.915 4.004
11 O 1.272 -3.576 -0.187
12 C 1.690 -2.479 -0.322
13 O 0.942 -1.375 -0.423
14 C 1.728 -0.274 -0.861
15 C 3.162 -0.762 -0.582
16 O 3.013 -2.161 -0.375
17 H 1.537 -0.041 -1.906
18 H 1.521 0.610 -0.265
19 H 3.591 -0.250 0.282
20 H 3.868 -0.526 -1.382
21 O -0.499 1.907 -1.742
22 C -1.594 2.335 -1.871
23 O -1.878 3.654 -2.032
24 C -3.288 3.851 -1.949
25 C -3.864 2.423 -1.785
26 O -2.711 1.595 -1.918
27 H -3.518 4.495 -1.099
28 H -3.671 4.369 -2.829
29 H -4.541 2.147 -2.588
30 H -4.360 2.320 -0.823
31 O -5.375 1.237 0.466
32 C -4.353 0.691 0.703
33 O -3.128 1.268 0.583
34 C -2.171 0.220 0.540
35 C -2.849 -0.906 1.319
36 O -4.241 -0.574 1.171
37 H -2.026 -0.088 -0.497
38 H -1.202 0.462 0.964
39 H -2.659 -0.938 2.391
40 H -2.599 -1.868 0.877